Record 1
89
Properties=species:S:1:pos:R:3:lowdin_charge:R:1 method="wB97M-V/def2-TZVPD" homo_lumo_gap_ev="5.24 / 4.78" spin_multiplicity=5 total_charge=+2 e_homo_ev="-13.11 / -13.09" de_lowest_kj_mol=215.09 s_squared=6.0194
Os 1.22 0.48 -1.35 1.0471
Br -5.22 -1.77 -0.96 0.9721
P 1.78 1.59 0.33 0.8001
P 1.99 -1.49 -1.21 0.8368
O -3.23 2.28 -0.57 0.0326
O -3.09 0.04 -0.93 0.1012
C 5.21 3.43 -0.80 -0.0440
C -8.00 1.24 -1.51 -0.0396
C 1.22 3.36 2.40 -0.0942
C -7.37 0.03 -1.19 -0.1063
C -5.83 2.32 -1.55 -0.0038
C 4.45 1.56 1.16 -0.0820
C 5.78 1.99 1.09 -0.0420
C -3.69 1.14 -0.88 -0.5508
C 5.92 -1.32 -2.35 -0.0530
C -0.01 -2.92 -2.52 -0.0931
C 3.92 -3.25 -2.40 -0.0578
C -5.18 1.12 -1.21 -0.1453
C 2.14 -1.26 0.64 -0.1995
C -0.80 -4.04 -2.82 -0.0451
C -2.49 0.67 2.08 -0.0928
C -0.67 4.82 0.93 -0.0367
C -0.40 5.14 2.27 -0.0305
C 1.86 -0.02 1.21 -0.2668
C -3.43 -1.75 2.12 -0.1976
C -2.25 -2.02 1.24 -0.1212
C -3.61 -0.27 2.48 -0.1670
C 0.53 4.41 3.01 -0.0440
C -0.74 -0.30 3.61 -0.1724
C 4.64 -1.01 -1.88 -0.1005
C 0.91 3.00 1.08 -0.3618
C -1.05 -2.23 1.79 -0.1279
C 0.26 -5.27 -1.03 -0.0416
C 3.52 2.11 0.28 -0.3805
C -0.47 0.63 -2.38 -0.2165
C 5.20 -3.56 -2.85 -0.0442
C -7.22 2.39 -1.72 -0.0440
C -5.97 -0.05 -1.11 -0.5636
C 3.64 -1.99 -1.86 -0.3300
C 0.95 -2.99 -1.50 -0.3708
C -0.65 -5.22 -2.09 -0.0385
C -0.04 3.72 0.34 -0.0812
C 6.22 -2.60 -2.83 -0.0364
C 3.88 3.01 -0.73 -0.0925
C 6.15 2.92 0.12 -0.0373
C 1.04 -4.15 -0.73 -0.1011
C -1.34 0.74 2.77 -0.1203
C -0.53 -1.77 3.10 -0.1664
H 0.36 -6.18 -0.43 0.1221
H 3.13 -4.00 -2.47 0.1057
H -1.40 5.40 0.35 0.1259
H 7.23 -2.84 -3.18 0.1264
H -0.17 -1.97 -3.03 0.0797
H 5.43 -4.56 -3.19 0.1191
H 1.72 -4.17 0.12 0.1109
H 1.98 2.80 2.95 0.1150
H 3.13 3.31 -1.47 0.1093
H -7.96 -0.87 -1.03 0.1059
H -0.94 5.96 2.74 0.1224
H -5.22 3.22 -1.66 0.1246
H 0.56 -1.90 3.00 0.0810
H -1.25 -0.38 4.58 0.1260
H 1.78 0.06 2.30 0.0820
H -9.09 1.28 -1.62 0.1214
H 0.02 0.67 -3.39 0.0557
H -4.53 0.12 2.04 0.1037
H -3.81 -0.22 3.57 0.1243
H -1.27 -6.09 -2.33 0.1235
H -1.18 -0.19 -2.22 0.0224
H -0.78 1.67 2.70 0.0780
H 0.72 4.64 4.06 0.1244
H -3.35 -2.31 3.07 0.1244
H 0.27 0.08 3.83 0.0858
H -2.86 1.59 1.60 0.0941
H -0.29 -2.67 1.12 0.0668
H 6.50 1.59 1.80 0.1229
H 4.39 0.00 -1.55 0.0807
H -2.49 -2.28 0.19 0.0754
H 5.51 4.15 -1.55 0.1206
H 4.15 0.77 1.86 0.1058
H 6.70 -0.57 -2.33 0.1146
H -0.86 1.61 -2.07 0.0260
H 2.32 -2.15 1.25 0.0938
H -7.68 3.33 -2.00 0.1191
H -1.54 -3.98 -3.63 0.1217
H 7.18 3.27 0.08 0.1223
H -0.89 -2.43 3.90 0.1245
H -0.28 3.40 -0.68 0.0894
H -4.36 -2.05 1.62 0.0534



Record 2
65
Properties=species:S:1:pos:R:3:lowdin_charge:R:1 method="wB97M-V/def2-TZVPD" homo_lumo_gap_ev=4.21 total_charge=-1 e_homo_ev=-1.82 de_lowest_kj_mol=0.00
Sn -1.39 -3.17 6.87 1.1237
Si 1.22 -2.01 4.96 0.4501
O 2.37 -8.03 0.49 -0.1265
O -3.54 0.00 -0.92 -0.0372
C 1.63 -6.96 0.89 -0.3149
C 2.87 -2.89 4.97 -0.2428
C -5.45 -2.00 -3.37 -0.0895
C -2.14 -3.13 8.88 -0.2753
C 1.27 -5.27 2.60 -0.0611
C -5.90 -0.17 -1.29 -0.0155
C -6.75 -1.54 -3.10 -0.1185
C 1.85 -6.46 2.21 -0.0297
C -0.50 -3.52 2.31 -0.1881
C -4.38 -1.55 -2.58 -0.0081
C -0.74 -2.16 0.16 -0.0747
C -1.16 -5.23 6.25 -0.2439
C -1.53 -1.36 -0.64 -0.0487
C -2.25 -1.81 2.02 -0.0639
C -2.91 -2.20 5.69 -0.2535
C 0.18 -5.09 0.45 -0.0579
C 2.52 -8.22 -0.94 -0.0872
C 0.77 -6.26 0.03 -0.0537
C -6.98 -0.65 -2.04 -0.1007
C 0.33 -4.58 1.78 -0.2400
C -4.61 -0.59 -1.60 -0.2469
C -1.13 -2.51 1.49 -0.2511
C 1.41 -0.23 4.42 -0.2338
C 0.51 -2.05 6.69 -0.4221
C -2.70 -0.79 -0.11 -0.2974
C -3.04 -0.99 1.24 -0.0318
H 1.91 -0.18 3.43 0.0277
H -0.66 -5.77 7.06 -0.0115
H 2.48 -7.04 2.86 0.1000
H 3.54 -2.36 5.66 0.0247
H 0.58 -6.63 -1.00 0.0984
H -3.49 -1.53 6.36 -0.0061
H -2.32 -2.09 9.18 -0.0103
H -8.00 -0.33 -1.81 0.0971
H -6.07 0.53 -0.49 0.1105
H 0.18 -2.56 -0.27 0.0970
H -5.25 -2.72 -4.16 0.0970
H -0.47 -4.56 -0.24 0.0937
H -1.04 -3.82 3.24 0.0828
H -3.57 -2.98 5.29 0.0043
H 3.31 -2.89 3.96 0.0313
H 0.44 0.28 4.34 0.0242
H 0.28 -1.03 7.04 -0.0031
H -2.55 -1.98 3.06 0.0640
H -7.58 -1.92 -3.70 0.0910
H -3.91 -0.48 1.67 0.1087
H 1.55 -8.47 -1.41 0.0793
H -0.59 -5.31 5.32 -0.0150
H 1.21 -2.53 7.39 -0.0062
H -1.27 -1.16 -1.68 0.1068
H -3.37 -1.91 -2.75 0.1080
H 2.95 -7.32 -1.41 0.0946
H 2.78 -3.93 5.30 0.0188
H -1.42 -3.60 9.55 -0.0139
H -2.18 -5.64 6.12 -0.0035
H 1.53 -4.87 3.58 0.0704
H -2.44 -1.60 4.90 -0.0239
H 3.22 -9.06 -1.04 0.0808
H -3.09 -3.68 8.89 -0.0105
H 2.03 0.29 5.17 0.0218
H 0.35 -2.71 3.83 0.0115



Record 3
36
Properties=species:S:1:pos:R:3:lowdin_charge:R:1 method="wB97M-V/def2-TZVPD" homo_lumo_gap_ev=5.44 total_charge=+2 e_homo_ev=-14.83
Ce 0.45 -1.73 -0.02 1.6801
Br 6.11 2.83 0.44 0.8804
Cl 0.52 -2.93 2.38 0.8211
O 2.04 -1.31 -1.17 -0.2155
O 0.23 -3.77 1.16 -0.3611
O 1.76 -2.23 1.93 -0.3304
O 0.57 -3.61 3.58 -0.0880
O -0.49 -1.86 2.24 -0.3273
N 0.10 0.59 -0.34 -0.0098
N -1.85 -1.22 -0.59 -0.0405
C 4.31 -0.71 -0.72 0.0456
C 2.52 0.93 -0.37 -0.1142
C -3.60 0.44 -0.38 -0.1144
C -3.95 1.80 -0.22 0.0245
C -2.24 0.09 -0.43 -0.1378
C -2.97 2.75 -0.11 -0.0108
C -4.15 -1.89 -0.66 0.0134
C 3.50 1.88 -0.04 -0.0368
C -2.77 -2.16 -0.70 -0.0613
C 2.98 -0.35 -0.75 -0.2339
C -1.25 1.09 -0.30 -0.1559
C 4.85 1.54 -0.02 -0.6633
C -1.61 2.40 -0.15 0.0394
C -4.56 -0.60 -0.50 0.0681
C 5.24 0.25 -0.36 -0.0428
C 1.14 1.36 -0.31 0.0153
H -5.61 -0.35 -0.46 0.1449
H -4.99 2.08 -0.18 0.1378
H -3.24 3.79 0.01 0.1305
H 6.29 -0.01 -0.34 0.1287
H 4.62 -1.71 -1.02 0.1463
H -0.88 3.20 -0.06 0.1237
H 1.00 2.44 -0.20 0.1461
H -4.85 -2.71 -0.76 0.1326
H 3.21 2.88 0.24 0.1252
H -2.43 -3.18 -0.83 0.1401



Record 4
113
Properties=species:S:1:pos:R:3:lowdin_charge:R:1 method="wB97M-V/def2-TZVPD" homo_lumo_gap_ev="4.06 / 4.06" e_homo_ev="-6.18 / -6.18" de_lowest_kj_mol=362.42
Te 1.07 -1.43 4.13 1.3289
Sb 1.35 -1.94 -1.31 1.6580
Ti 1.10 1.63 -0.15 1.0232
S 3.39 1.88 -1.32 0.9460
S 1.67 3.93 -1.85 0.7028
F 6.89 0.67 -1.60 -0.0795
F 5.26 1.14 -2.98 -0.1766
F 1.80 4.67 0.74 0.0992
F 1.86 6.28 -0.68 0.1520
F 7.03 2.42 -2.92 -0.0517
F 3.62 5.08 -0.37 0.1777
O -0.52 0.92 -0.21 -0.1705
O 2.96 2.50 0.04 -0.5422
O 2.24 0.74 -1.27 -0.6158
O 1.16 4.87 -2.78 -0.2220
O -1.91 1.70 -2.49 0.1322
O 0.57 3.18 -1.07 -0.3637
N 1.06 1.47 1.77 -0.0230
N 2.77 2.99 -2.39 -0.3287
C 2.24 0.92 2.48 -0.2404
C -2.84 1.58 -1.73 -0.2762
C -0.12 -0.70 -3.61 -0.1340
C -3.68 2.59 0.41 0.0511
C 0.39 2.81 6.56 -0.0578
C -3.23 -1.95 3.73 -0.0799
C -0.76 1.67 4.79 -0.0623
C 2.31 5.05 -0.45 -0.6505
C -1.47 1.65 0.39 -0.2649
C -6.67 0.35 -3.17 -0.0731
C 3.49 -3.62 0.18 -0.1247
C -3.54 -1.43 2.48 -0.0709
C -2.53 -0.92 1.68 -0.0649
C 1.08 3.14 4.28 -0.0225
C -4.54 1.42 -3.52 -0.0067
C 3.45 -2.69 -1.03 -0.6737
C -1.92 -1.95 4.18 -0.1571
C -5.06 0.42 -1.39 -0.0356
C 3.96 -3.43 -2.26 -0.1079
C -6.30 0.03 -1.87 -0.0693
C 2.33 -0.64 -4.01 -0.0999
C 1.08 -2.78 -4.32 -0.1152
C -2.68 1.91 -0.26 -0.0627
C -1.28 2.10 1.72 -0.0705
C -0.91 -1.42 3.38 -0.5651
C 1.23 3.41 5.63 -0.0498
C -0.61 1.95 6.13 -0.0559
C 0.12 -3.82 -1.02 -0.6889
C 1.17 -1.49 -3.51 -0.6627
C 2.18 -0.61 2.49 -0.4832
C -1.22 -0.91 2.13 -0.1557
C 0.67 -5.06 -1.73 -0.1114
C 4.31 -1.46 -0.75 -0.1293
C -5.79 1.03 -4.00 -0.0636
C -1.27 -3.45 -1.52 -0.1367
C 6.16 1.77 -2.06 -0.4487
C 0.10 2.25 3.85 -0.1973
C 0.00 1.90 2.42 -0.1297
C -4.62 3.79 2.42 -0.0314
C -4.18 1.12 -2.21 -0.1493
C -2.33 2.77 2.35 0.0497
C -3.52 3.03 1.72 -0.2245
C 0.08 -4.05 0.49 -0.1323
H 0.51 3.03 7.61 0.1105
H 4.97 -3.81 -2.07 0.0923
H -0.05 -5.89 -1.61 0.0877
H 2.24 -0.53 -5.10 0.0957
H 1.71 3.62 3.54 0.1294
H -4.77 0.18 -0.37 0.1035
H 4.36 -0.80 -1.62 0.0479
H 1.76 -0.97 1.55 -0.0032
H -6.07 1.27 -5.02 0.1080
H -1.68 -2.36 5.16 0.0955
H -3.85 1.96 -4.15 0.1241
H -4.01 -2.36 4.36 0.1055
H -0.09 0.18 -2.96 0.0401
H -2.02 -4.17 -1.14 0.0862
H 0.82 -4.90 -2.79 0.0513
H -1.27 1.49 6.86 0.1127
H 4.02 -2.77 -3.13 0.0595
H 2.32 0.36 -3.59 0.0502
H 2.01 -3.36 -4.27 0.0684
H 1.61 -5.38 -1.29 0.0589
H -7.65 0.06 -3.54 0.1062
H -4.59 2.83 -0.13 0.1362
H -4.57 -1.44 2.13 0.1020
H 3.17 -1.03 2.61 0.0507
H -0.37 -3.20 1.00 0.0480
H 2.96 -4.56 -0.02 0.0550
H -4.30 4.80 2.66 0.0882
H -4.90 3.30 3.36 0.0859
H 3.93 -0.88 0.09 0.0560
H -1.57 -2.45 -1.17 0.0563
H 2.30 1.29 3.50 0.0886
H 3.31 -1.07 -3.80 0.0610
H -1.33 -3.46 -2.61 0.0611
H 4.53 -3.88 0.40 0.0916
H 3.13 1.25 1.95 0.1105
H 2.01 4.10 5.95 0.1130
H -0.53 -4.94 0.71 0.0917
H 0.25 -3.41 -4.00 0.0469
H -1.54 0.99 4.45 0.1159
H -0.27 -0.33 -4.63 0.0974
H -6.98 -0.51 -1.23 0.1057
H -0.44 -0.50 1.49 0.0635
H 3.06 -3.17 1.07 0.0600
H -1.00 -1.29 -3.34 0.0658
H 1.08 -4.22 0.91 0.0513
H 5.34 -1.76 -0.52 0.0980
H 3.31 -4.28 -2.51 0.0633
H -5.51 3.85 1.80 0.0788
H -2.17 3.15 3.36 0.1308
H -2.76 -0.51 0.69 0.0952
H 0.91 -2.52 -5.38 0.0901



Record 5
11
Properties=species:S:1:pos:R:3:lowdin_charge:R:1 method="wB97M-V/def2-TZVPD" homo_lumo_gap_ev=10.23 smiles="O=CO/C(C=O)=C/F" e_homo_ev=-9.97 de_lowest_kj_mol=175.03
F 0.44 -1.95 -1.35 0.0436
O -2.29 0.66 -0.10 0.1008
O 2.53 -1.10 -0.29 0.1203
O -0.17 0.87 0.69 0.0110
C -0.35 -1.19 -0.52 -0.0198
C 1.82 -0.30 0.19 -0.1935
C 0.29 -0.31 0.17 -0.2106
C -1.46 1.35 0.38 -0.2583
H 2.13 0.63 0.77 0.1374
H -1.35 -1.17 -0.58 0.0795
H -1.59 2.51 0.63 0.1897



Record 6
85
Properties=species:S:1:pos:R:3:lowdin_charge:R:1 method="wB97M-V/def2-TZVPD" homo_lumo_gap_ev="7.10 / 5.86" spin_multiplicity=3 total_charge=+1 e_homo_ev="-10.18 / -10.46" de_lowest_kj_mol=38.34 s_squared=2.0677
I 1.34 1.45 -2.45 0.9997
Pd -0.57 -0.19 -0.63 0.6111
Br -5.76 -8.25 -3.60 0.7813
O -2.14 -1.76 0.09 -0.0065
N 0.07 1.76 1.10 0.0828
N -2.00 1.42 -0.66 -0.0105
N 0.42 -2.10 -0.85 0.0150
N 3.17 0.21 -0.53 0.0019
N -0.65 -7.89 -0.36 0.1197
N -0.10 -6.82 -0.07 0.0957
C 4.15 2.15 -1.54 -0.1286
C -3.95 3.42 -0.78 -0.1411
C -2.05 -7.07 -2.22 -0.0207
C -1.85 -7.91 -1.13 -0.2730
C -3.20 1.18 -1.20 -0.0947
C -1.67 -2.90 0.07 -0.3242
C 2.01 6.20 -0.40 -0.0416
C 5.30 1.95 -0.80 -0.0558
C -4.19 2.14 -1.28 0.0047
C 2.18 -3.59 -1.47 -0.0113
C -3.96 -8.98 -1.53 -0.1066
C 4.29 0.04 0.17 -0.1274
C 2.09 5.62 1.01 -0.5531
C -6.28 3.99 -0.10 -0.0366
C 1.62 -2.31 -1.36 -0.1106
C 1.46 -4.67 -1.05 0.0227
C -2.78 -8.89 -0.82 -0.0107
C 3.56 5.56 1.42 -0.0563
C 1.23 1.94 1.72 -0.1218
C -4.58 5.81 -0.25 -0.0614
C 0.18 -4.47 -0.53 -0.0928
C 1.42 4.25 1.06 -0.1477
C -0.31 -3.17 -0.45 -0.1259
C 0.19 4.06 0.43 0.0191
C -5.04 4.48 -0.86 -0.5584
C -0.67 -5.56 -0.10 -0.2033
C 1.93 3.14 1.73 0.0074
C -1.93 -5.31 0.47 0.0043
C -2.71 3.64 -0.21 0.0572
C -4.17 -8.11 -2.60 -0.6858
C 3.12 1.24 -1.35 -0.7568
C -3.21 -7.17 -2.96 -0.1073
C 1.35 6.54 1.99 -0.0330
C 5.38 0.88 0.08 -0.0516
C -5.40 4.72 -2.33 -0.0373
C -0.44 2.84 0.49 -0.2647
C -2.42 -4.04 0.55 0.0456
C -1.76 2.63 -0.17 -0.2081
H -4.34 5.71 0.81 0.0903
H -4.53 5.06 -2.90 0.0934
H 2.54 7.15 -0.44 0.0911
H 4.04 2.96 -2.24 0.0955
H 1.40 6.15 3.01 0.0932
H 2.17 -1.43 -1.66 0.0533
H -3.38 -6.54 -3.82 0.1072
H 4.11 4.87 0.81 0.0758
H 1.62 1.07 2.25 0.1110
H 2.87 3.19 2.26 0.1082
H 1.87 -5.68 -1.11 0.1226
H -3.39 -3.83 0.98 0.1289
H -2.47 4.60 0.23 0.1080
H -0.27 4.87 -0.11 0.1148
H -6.04 3.81 0.95 0.0947
H 6.26 0.70 0.67 0.1106
H 2.46 5.53 -1.14 0.0877
H -7.06 4.74 -0.14 0.0912
H -3.72 6.22 -0.77 0.0890
H 0.29 6.64 1.72 0.0850
H 3.18 -3.69 -1.89 0.1172
H -5.39 6.54 -0.33 0.0912
H 6.14 2.63 -0.91 0.1162
H -3.37 0.17 -1.57 0.1093
H 4.01 6.55 1.30 0.0918
H 1.79 7.54 1.98 0.0920
H -1.29 -6.35 -2.51 0.1211
H -5.77 3.81 -2.81 0.0805
H 0.98 6.40 -0.72 0.0761
H 3.68 5.27 2.47 0.0864
H -6.18 5.47 -2.41 0.0912
H -5.14 1.87 -1.73 0.1171
H -2.52 -6.14 0.83 0.1289
H -2.57 -9.57 0.00 0.1224
H -4.70 -9.72 -1.28 0.1086
H 4.31 -0.82 0.83 0.1148
H -6.67 3.07 -0.52 0.0804



Record 7
17
Properties=species:S:1:pos:R:3:lowdin_charge:R:1 method="wB97M-V/def2-TZVPD" homo_lumo_gap_ev=7.28 e_homo_ev=-7.63 de_lowest_kj_mol=1063.83
O 3.76 1.11 0.43 -0.0963
C -0.69 -0.93 -0.64 -0.1944
C 2.55 0.67 0.66 -0.3622
C 1.88 -0.34 -0.13 -0.1305
C -2.49 1.06 -0.58 0.0333
C -1.89 -0.34 -0.16 -0.2235
C 0.33 -0.59 0.42 -0.2455
H -3.00 1.79 -0.13 0.0071
H -1.97 1.73 -1.30 0.0916
H -3.03 0.02 -0.94 0.1446
H 2.89 -0.66 0.54 0.1806
H -2.53 -0.75 0.56 0.0912
H -0.64 -2.33 -0.63 0.1544
H 2.20 1.07 1.62 0.1299
H 0.13 0.42 0.86 0.1072
H 0.68 -1.76 0.68 0.1577
H 1.83 -0.16 -1.27 0.1549



Record 8
18
Properties=species:S:1:pos:R:3:lowdin_charge:R:1 method="wB97M-V/def2-TZVPD" homo_lumo_gap_ev=10.49 smiles=NCCN.O.O e_homo_ev=-9.66 de_lowest_kj_mol=55.19
O -0.32 0.49 3.72 -0.0661
O -0.63 2.44 0.41 -0.0888
N 0.16 -0.35 0.64 -0.0197
N -0.37 -0.20 -2.48 -0.0041
C 0.05 -1.33 -1.64 -0.2822
C 0.95 -0.89 -0.51 -0.2639
H -0.06 0.66 -2.02 0.0442
H 1.62 -1.68 -0.16 0.1056
H -0.38 -1.18 0.88 0.0795
H -0.40 1.38 4.09 0.0422
H 0.64 -1.99 -2.28 0.1015
H 0.87 -0.28 1.38 0.0853
H -1.37 -0.13 -2.53 0.0596
H -0.55 2.83 -0.46 0.0200
H -0.48 1.48 0.34 -0.0304
H 1.56 -0.06 -0.87 0.1125
H -0.82 -1.87 -1.28 0.1070
H -0.46 0.68 2.78 -0.0023



Record 9
26
Properties=species:S:1:pos:R:3:lowdin_charge:R:1 method="wB97M-V/def2-TZVPD" homo_lumo_gap_ev=10.28 smiles="CCC(C)=O.CCC(C)=O" e_homo_ev=-9.63 de_lowest_kj_mol=143.18
O -3.06 -0.82 -0.82 0.0178
O 1.52 -1.94 1.81 0.0463
C -1.40 -0.44 0.99 -0.0198
C 1.83 -0.45 -0.11 -0.2217
C -2.16 -0.07 -0.31 -0.3928
C 1.99 -0.87 1.36 -0.4225
C -2.76 1.78 -2.08 -0.0853
C 1.57 -1.65 -0.95 -0.1161
C -1.81 1.26 -0.93 -0.1922
C 2.68 0.16 2.25 -0.0216
H 1.63 -1.35 -2.01 0.0829
H -0.73 1.23 -1.15 0.1079
H 3.70 -0.18 2.53 0.0915
H -1.96 1.93 -0.07 0.1217
H 2.77 1.09 1.67 0.0752
H 2.77 0.02 -0.46 0.1230
H -2.39 2.77 -2.40 0.0667
H 0.55 -2.04 -0.75 0.0759
H 2.30 -2.46 -0.77 0.0908
H -0.93 -1.44 0.91 0.0773
H -2.11 -0.45 1.82 0.0957
H 2.12 0.37 3.17 0.0887
H 1.02 0.29 -0.21 0.0932
H -2.71 1.09 -2.94 0.0739
H -0.61 0.30 1.20 0.0650
H -3.81 1.88 -1.76 0.0784



Record 10
34
Properties=species:S:1:pos:R:3:lowdin_charge:R:1 method="wB97M-V/def2-TZVPD" homo_lumo_gap_ev="7.86 / 8.77" spin_multiplicity=4 e_homo_ev="-8.88 / -8.88" de_lowest_kj_mol=152.32 s_squared=3.8228
Cr 0.69 0.65 -0.82 0.2276
Cl 2.22 1.82 -2.26 -0.0769
Cl 2.26 0.65 1.11 -0.0599
Cl -1.16 0.17 -2.31 -0.0837
O -0.20 2.45 -0.30 -0.1409
O 1.58 -1.16 -1.41 -0.1683
O -0.70 -0.25 0.76 -0.0799
C 2.19 -3.17 -0.14 0.0142
C -2.54 3.16 -0.02 0.0183
C -0.98 3.39 -0.27 -0.3486
C 2.01 -2.36 -1.45 -0.3439
C -0.15 -1.47 2.70 -0.0149
C -0.39 4.80 -0.36 0.0145
C -2.62 -1.23 1.75 0.0087
C -1.16 -0.85 1.70 -0.4335
C 2.35 -3.03 -2.73 -0.0002
H 2.61 -2.45 0.56 0.0749
H 0.78 -0.93 2.55 0.0058
H -2.82 2.12 0.10 0.0671
H 1.52 -3.60 -3.14 0.1085
H -2.99 3.76 0.78 0.0796
H 0.59 4.62 -0.80 0.0883
H 2.90 -3.94 -0.45 0.0704
H -0.06 -2.52 2.41 0.0803
H -0.21 5.28 0.60 0.0931
H -2.64 -2.29 1.99 0.0904
H -0.17 -1.40 3.78 0.0825
H -2.95 3.52 -0.96 0.0841
H -3.10 -0.58 2.48 0.0947
H 2.66 -2.32 -3.50 0.1005
H 3.23 -3.64 -2.54 0.0856
H 1.33 -3.67 0.30 0.0871
H -2.99 -1.00 0.75 0.0881
H -1.06 5.48 -0.89 0.0863



Looking at F_max for the records above, in order, we have 0.1332; 0.0393; 0.0413; 0.0474; 0.0793; 0.0085; 0.1359; 0.0271; 0.0915; 0.0796 Eh/bohr.